ORCA calculation (ωB97M-V/def2-TZVPD) on the molecule C4H9NO in a non-equilibrium geometry.

Last columns: bonded neighbours and bond lengths (Å).
Geometry (Å):
1 C -1.686 -0.187 0.046  C2 1.497, H7 1.243, H8 1.108, H9 1.099
2 C -0.519 0.741 -0.087  C1 1.497, O3 1.416, C4 1.540, H10 1.110
3 O -0.428 1.268 1.224  C2 1.416, H11 1.031
4 C 0.613 -0.153 -0.626  C2 1.540, C5 1.462, N6 1.464, H12 1.099
5 C 1.954 -0.051 -0.051  C4 1.462, N6 1.465, H13 1.085, H14 1.085
6 N 1.125 -1.226 0.228  C4 1.464, C5 1.465, H15 1.021
7 H -2.412 0.408 0.861  C1 1.243
8 H -2.054 -0.511 -0.948  C1 1.108
9 H -1.331 -1.055 0.619  C1 1.099
10 H -0.656 1.548 -0.837  C2 1.110
11 H -1.411 1.131 1.506  O3 1.031
12 H 0.516 -0.378 -1.697  C4 1.099
13 H 2.030 0.629 0.791  C5 1.085
14 H 2.815 -0.139 -0.706  C5 1.085
15 H 1.442 -2.024 -0.325  N6 1.021

Output
ΔE to the lowest compared entry with this formula, charge and spin = 310.7 kJ/mol
LUMO level = 0.977 eV
HOMO-LUMO gap = 10.5 eV
SMILES = C[C@@H](O)[C@H]1CN1
Total charge = 0
Multiplicity = 1